This record from OMol25 describes 2 unconnected molecules or ions with the total composition C3H5ClS at a distorted geometry. The level of theory is ωB97M-V/def2-TZVPD.

Geometry as XYZ:
```
10
Properties=species:S:1:pos:R:3:forces:R:3
C -0.390444 0.961414 1.220026 0.04 0.00 0.18
C -0.109168 0.741319 -0.199102 0.57 -3.63 -0.88
C 0.477918 -1.499155 -0.840660 -0.69 3.49 1.11
S -1.829991 0.876898 0.105760 -0.26 0.22 -0.07
Cl 0.785341 1.799852 -1.204597 0.17 0.41 -0.10
H -0.300270 0.127537 1.902354 0.10 -0.05 -0.01
H -0.196006 1.933790 1.660447 0.06 0.00 -0.13
H -0.446133 -1.795323 -1.291337 -0.30 -0.11 -0.13
H 0.707684 -1.879748 0.134039 0.09 -0.28 0.22
H 1.301070 -1.266583 -1.486929 0.24 -0.05 -0.19
```
Positions in Å, forces in eV/Å.

Orbital gap (alpha / beta) = 8.2886 / 8.2890 eV
Energy above the lowest of the compared OMol25 structures with the same formula, charge and spin = 66.0 kcal/mol
Multiplicity = 1
Max |F| = 3.8 eV/Å
HOMO (alpha / beta) = -8.29 / -8.29 eV

Want to see where the charge sits? The Mulliken charges in e are:
1 C -0.57
2 C 0.21
3 C -0.76
4 S -0.10
5 Cl -0.16
6 H 0.21
7 H 0.31
8 H 0.29
9 H 0.28
10 H 0.31

***

This record from OMol25 describes 9 unconnected molecules or ions with the total composition C39H96O27S5 at a distorted geometry. The level of theory is ωB97M-V/def2-TZVPD.

Geometry as XYZ:
```
167
Properties=species:S:1:pos:R:3:forces:R:3
O -1.012891 1.795348 3.523639 -0.09 -1.28 -2.13
S -1.374138 0.843231 2.477676 -0.03 -1.11 -0.24
O -2.685873 0.912929 1.828047 2.17 0.17 0.72
O -0.135082 0.731016 1.313284 -1.73 1.26 1.67
C -0.394454 -0.046619 0.145641 0.72 0.38 -1.63
C 0.731297 0.349232 -0.865018 -0.25 -0.55 0.52
C -1.153087 -0.867539 3.123153 -0.13 1.39 -0.53
H -1.339559 0.167440 -0.353409 -0.29 0.15 0.57
H -0.366072 -1.103652 0.410133 0.15 -0.08 -0.12
H 1.665951 0.345521 -0.304214 0.12 0.17 -0.26
H 0.574529 1.303470 -1.367967 -0.15 0.25 0.61
H 0.825953 -0.335241 -1.708004 -0.14 -0.47 0.28
H -1.679453 -0.833949 4.077050 0.08 -0.48 -0.12
H -0.082590 -1.058755 3.197834 -0.14 0.19 0.33
H -1.570915 -1.530017 2.365116 -0.28 0.01 0.35
O -3.175643 12.162295 0.791014 0.47 -0.93 -0.55
S -2.161112 11.482206 0.032909 0.39 -1.47 -1.03
O -0.767304 11.567210 0.495537 -2.27 -0.58 -1.12
O -2.650476 9.842028 -0.215455 0.01 2.75 1.42
C -1.705209 8.902505 -0.735669 -0.35 -0.26 -0.03
C -1.801754 7.648492 0.156299 0.20 1.37 -0.07
C -2.290156 11.936903 -1.776678 1.18 0.38 2.31
H -0.739965 9.406883 -0.780693 0.31 -0.50 0.16
H -2.047420 8.690123 -1.748526 0.17 -0.11 -0.19
H -2.844289 7.332948 0.196917 0.12 -0.23 -0.25
H -1.571186 8.019179 1.155053 0.27 -0.43 0.14
H -1.124265 6.856658 -0.163228 -0.13 0.02 0.09
H -3.310998 12.222880 -2.030040 0.21 -0.42 0.02
H -1.797362 11.115095 -2.296172 -0.43 0.18 -0.23
H -1.619881 12.795170 -1.729759 -0.13 0.21 -0.67
O 3.243723 -5.066493 13.559323 0.66 1.59 -1.11
S 3.319366 -3.662885 13.200443 -2.34 0.03 0.81
O 4.462266 -2.827396 13.440848 -0.25 -0.62 -0.07
O 2.902896 -3.480075 11.612796 0.49 -2.35 2.47
C 2.935557 -2.189713 11.102372 -2.30 1.46 -0.98
C 1.478013 -1.892652 10.568861 1.14 -0.20 -0.41
C 1.824613 -2.882280 14.063606 0.98 -0.23 -1.26
H 3.686712 -2.188674 10.312526 -0.02 0.50 0.15
H 3.078084 -1.441060 11.881674 0.76 -0.05 -0.11
H 0.737414 -2.007247 11.360364 0.13 0.09 0.05
H 1.199517 -2.569374 9.761027 0.11 -0.16 0.07
H 1.426729 -0.888558 10.147819 0.00 0.11 0.18
H 1.496392 -2.066695 13.419263 0.20 0.21 0.26
H 2.145599 -2.523624 15.041577 0.00 -0.15 -0.17
H 0.993954 -3.587108 14.100358 0.41 -0.24 0.12
O 6.702601 -7.261656 -7.133524 -2.39 0.37 0.57
S 5.268636 -7.121726 -6.854624 -0.41 -0.42 1.01
O 4.520033 -8.138245 -6.086890 1.79 2.17 -1.71
O 4.968275 -5.693406 -5.998146 -0.52 -1.23 -1.82
C 5.387396 -4.464703 -6.659933 1.72 -0.27 0.26
C 5.989907 -3.641197 -5.549480 0.92 -0.19 0.42
C 4.374695 -6.772230 -8.419553 0.56 0.55 0.86
H 4.732070 -3.831813 -7.258340 -1.36 -0.72 0.41
H 6.120536 -4.778999 -7.402781 0.55 0.25 0.18
H 6.350478 -2.670682 -5.890359 -0.37 0.13 0.03
H 6.860783 -4.143181 -5.127958 0.16 -0.20 -0.26
H 5.338457 -3.577028 -4.677939 -0.42 0.39 -0.34
H 4.496456 -7.599931 -9.118257 -0.41 -0.19 0.45
H 4.779611 -5.892108 -8.919092 0.36 -0.02 0.27
H 3.381261 -6.486009 -8.074195 -0.19 -0.63 -0.34
O 6.962881 5.151084 -12.404501 0.24 -0.03 3.01
S 7.381326 5.198148 -10.994571 0.05 -0.14 0.24
O 7.623762 6.489781 -10.322294 -0.49 -2.56 -1.21
O 6.320491 4.272109 -10.015044 1.32 1.29 -1.32
C 6.406472 4.507851 -8.581113 -0.48 -1.22 0.50
C 5.693961 3.308452 -7.848003 -0.22 1.36 -0.73
C 8.860612 4.085488 -10.863617 -0.49 1.34 -0.36
H 5.905947 5.449023 -8.353592 0.08 -0.08 0.04
H 7.431285 4.553016 -8.212573 0.19 0.14 -0.40
H 4.624862 3.434671 -8.018831 -0.07 -0.22 0.01
H 5.853014 3.401006 -6.773655 0.15 0.00 -0.04
H 5.976094 2.312110 -8.188280 0.30 0.24 -0.10
H 8.663021 3.156123 -11.397787 -0.30 0.04 0.46
H 9.159449 4.020878 -9.817379 -0.23 -0.30 -0.13
H 9.651307 4.597989 -11.411572 -0.06 0.17 0.03
C -1.795320 -6.251194 6.393256 1.97 1.17 0.18
O -2.745446 -6.061105 7.389178 -0.44 -0.51 1.32
C -2.225953 -6.388475 8.737839 -1.91 0.51 -0.77
C -2.972698 -5.558548 9.791404 -0.46 0.55 -0.57
O -4.285141 -6.032695 9.956289 -0.75 -1.52 0.68
C -5.150340 -5.376960 10.876470 0.84 1.17 0.01
C -4.540608 -4.926717 12.255300 -0.06 -0.41 -1.52
O -3.630975 -3.813125 12.159369 -0.43 0.03 -0.24
C -4.344703 -2.583596 11.899173 -0.22 -1.09 0.58
H -1.052033 -5.489610 6.629062 0.68 0.26 -0.47
H -2.085845 -6.045455 5.363028 -0.89 -0.11 0.30
H -1.202351 -7.165787 6.392359 -0.52 -0.65 0.27
H -1.163735 -6.178347 8.862920 0.13 -0.16 -0.41
H -2.508639 -7.434820 8.853417 0.57 -0.16 0.40
H -3.105545 -4.535948 9.438215 0.67 0.39 -0.16
H -2.438111 -5.523895 10.740673 0.22 -0.18 -0.01
H -6.063445 -5.954547 11.020392 0.41 -0.62 0.15
H -5.538653 -4.499768 10.358936 0.05 0.48 0.02
H -4.007461 -5.773439 12.687639 0.27 0.17 0.02
H -5.401762 -4.740239 12.896963 -0.01 0.46 0.26
H -5.005473 -2.501196 12.762131 -0.46 0.56 -0.20
H -4.900169 -2.673317 10.965625 -0.14 0.20 0.08
H -3.721109 -1.691153 11.846542 0.48 -0.49 0.08
C -7.100192 0.346202 -8.619051 0.41 -0.15 0.58
O -7.295681 0.437185 -7.205531 -0.07 -0.93 -0.04
C -6.739753 -0.661941 -6.456938 0.30 1.59 0.56
C -5.222996 -0.629329 -6.384064 -0.76 -0.45 1.27
O -4.663194 -1.316334 -7.432248 1.28 -0.70 -1.58
C -3.246240 -1.237424 -7.440146 0.92 -0.79 -0.03
C -2.530873 -2.215488 -8.384072 -1.53 -0.32 -1.57
O -2.399311 -3.559814 -7.969532 0.26 0.77 0.63
C -3.511610 -4.429880 -8.105688 0.59 0.05 -0.69
H -7.270248 -0.677014 -8.954014 -0.25 -0.02 -0.20
H -6.070223 0.594446 -8.875246 0.15 0.06 -0.06
H -7.755979 1.060244 -9.117259 -0.12 -0.16 0.18
H -7.137187 -1.652332 -6.678877 0.05 -0.01 -0.71
H -7.030326 -0.486716 -5.421093 -0.38 0.26 -0.01
H -4.947594 -1.125979 -5.453685 0.05 -0.39 0.40
H -4.845909 0.378452 -6.209996 -0.06 0.46 -0.65
H -2.807239 -1.549926 -6.492672 -0.32 0.41 0.73
H -2.940840 -0.216513 -7.669447 0.11 0.16 -0.01
H -1.556556 -1.875358 -8.734933 0.21 0.21 0.78
H -3.081375 -2.270787 -9.323215 -0.43 0.32 -0.30
H -4.260277 -4.143806 -8.844444 -0.08 0.76 0.06
H -3.996748 -4.572094 -7.140020 0.06 -0.43 -0.12
H -3.045467 -5.288043 -8.589799 -0.38 -0.71 0.77
C 4.601839 9.023036 1.553197 0.35 1.00 0.07
O 5.154124 8.533744 0.355012 0.58 -0.81 0.55
C 5.106045 7.104602 0.332027 -0.91 0.78 -1.73
C 5.602123 6.540440 -1.001105 -0.83 -0.17 0.48
O 4.809764 6.902152 -2.143877 1.61 0.62 0.84
C 4.893027 8.274731 -2.557301 0.92 -0.22 -1.45
C 6.294084 8.973439 -2.861039 0.87 -0.52 0.43
O 7.150546 8.397081 -3.879149 -0.81 -0.54 0.12
C 8.391847 9.081349 -4.103472 -1.38 -0.18 0.09
H 4.624446 10.106653 1.437596 -0.32 0.02 0.14
H 5.197324 8.806030 2.440002 0.33 -0.32 0.01
H 3.590253 8.681087 1.771974 -0.22 -0.12 -0.36
H 4.035375 6.902542 0.301327 -0.20 -0.64 0.67
H 5.635267 6.615748 1.149987 -0.03 0.15 0.26
H 5.381735 5.477768 -0.899835 0.41 -0.20 -0.08
H 6.680201 6.681381 -1.078452 0.05 0.20 -0.60
H 4.323910 8.885139 -1.856149 0.30 0.28 -0.12
H 4.381258 8.200897 -3.516859 -0.17 0.46 -0.03
H 6.927963 9.048891 -1.977504 -0.24 -0.21 0.58
H 6.141237 10.018054 -3.132159 -0.67 0.16 -0.14
H 9.111898 8.920245 -3.301181 0.01 -0.02 0.15
H 8.169250 10.142922 -4.211249 0.30 0.25 -0.02
H 8.779787 8.696587 -5.046634 0.04 0.02 0.13
C -2.735669 -6.106084 -1.006818 -1.35 0.13 0.15
O -3.870107 -6.111140 -0.137059 1.09 -0.52 1.39
C -5.021496 -5.503226 -0.599084 -1.46 0.89 -0.06
C -6.140658 -5.341554 0.516442 2.23 -1.63 -1.17
O -5.816594 -4.270695 1.356557 -0.67 0.57 0.25
C -6.766134 -4.045732 2.394054 0.30 -0.48 1.19
C -6.666394 -5.098994 3.520264 0.16 -0.24 -1.28
O -7.316789 -6.280791 3.164136 -1.28 -0.74 -0.53
C -6.762667 -7.365612 3.849528 0.20 -0.43 -0.09
H -3.078410 -6.571058 -1.931170 0.47 0.06 -0.42
H -1.919826 -6.683023 -0.571333 -0.30 -0.02 0.16
H -2.404101 -5.079835 -1.164856 0.08 0.10 -0.25
H -5.438693 -6.075028 -1.427989 -0.32 -0.40 -0.12
H -4.815035 -4.529222 -1.042703 0.17 0.46 0.15
H -6.096767 -6.290131 1.051586 -0.10 -0.08 0.28
H -7.120016 -5.340071 0.037957 -0.20 0.71 -0.01
H -7.781297 -3.955006 2.007653 -0.12 -0.12 -0.11
H -6.511548 -3.126414 2.921442 0.18 0.34 -0.53
H -7.081900 -4.805926 4.484402 0.36 0.64 0.14
H -5.616408 -5.390435 3.546847 0.47 0.66 0.63
H -7.313993 -8.286702 3.660499 -0.23 0.23 -0.14
H -6.733062 -7.196823 4.925973 0.02 0.05 0.20
H -5.747518 -7.512799 3.480860 0.35 -0.17 0.16
```
Positions in Å, forces in eV/Å.

Orbital gap = 9.5181 eV
Energy above the lowest of the compared OMol25 structures with the same formula, charge and spin = 106.4 kcal/mol
Multiplicity = 1
SMILES = CCOS(C)(=O)=O.CCOS(C)(=O)=O.CCOS(C)(=O)=O.CCOS(C)(=O)=O.CCOS(C)(=O)=O.COCCOCCOC.COCCOCCOC.COCCOCCOC.COCCOCCOC
Max |F| = 3.4 eV/Å
HOMO = -9.41 eV

Results of the Mulliken charge analysis, in e, for atoms 1 through 99:
1 O -0.57
2 S 1.11
3 O -0.58
4 O -0.31
5 C -0.12
6 C -1.23
7 C -0.90
8 H 0.29
9 H 0.30
10 H 0.32
11 H 0.31
12 H 0.38
13 H 0.37
14 H 0.33
15 H 0.30
16 O -0.56
17 S 1.10
18 O -0.57
19 O -0.35
20 C -0.22
21 C -1.23
22 C -0.80
23 H 0.46
24 H 0.27
25 H 0.31
26 H 0.30
27 H 0.37
28 H 0.30
29 H 0.30
30 H 0.34
31 O -0.59
32 S 1.15
33 O -0.58
34 O -0.32
35 C -0.40
36 C -0.93
37 C -0.73
38 H 0.32
39 H 0.39
40 H 0.23
41 H 0.29
42 H 0.34
43 H 0.19
44 H 0.33
45 H 0.31
46 O -0.57
47 S 1.11
48 O -0.59
49 O -0.33
50 C -0.17
51 C -1.29
52 C -0.84
53 H 0.31
54 H 0.40
55 H 0.37
56 H 0.31
57 H 0.32
58 H 0.35
59 H 0.31
60 H 0.32
61 O -0.57
62 S 1.10
63 O -0.58
64 O -0.32
65 C -0.14
66 C -1.17
67 C -0.85
68 H 0.29
69 H 0.30
70 H 0.30
71 H 0.37
72 H 0.31
73 H 0.31
74 H 0.30
75 H 0.35
76 C -0.81
77 O -0.23
78 C -0.74
79 C -0.25
80 O -0.37
81 C -0.49
82 C -0.60
83 O -0.26
84 C -0.73
85 H 0.32
86 H 0.24
87 H 0.32
88 H 0.44
89 H 0.29
90 H 0.24
91 H 0.37
92 H 0.37
93 H 0.29
94 H 0.30
95 H 0.45
96 H 0.32
97 H 0.28
98 H 0.24
99 C -0.57

***

- Which value of multiplicity does entry 1 give?
  1

***

- Number 2 is which compound?
  C39H96O27S5

***

- What is the formula in the second record?
  C39H96O27S5

***

- max |F| of number 2 (C39H96O27S5)?
  3.4 eV/Å